1.
The following is a DFT calculation (wB97M-V/def2-TZVPD) of the ion C8H14NO with charge +1 at a distorted geometry.

Bonds (Å) are listed after each position.
Element x y z (Å)
1 C 0.79215 0.26907 1.50255  C2 1.211, C6 1.405
2 C 1.48857 -0.02594 2.44842  C1 1.211, C7 1.421
3 C -0.11044 -0.49607 -2.61264  C5 1.541, N9 1.577, H11 1.027, H12 1.073
4 C -0.88636 -1.32806 -0.39233  N9 1.431, H13 1.052, H14 1.057
5 C 0.13131 0.90402 -2.01642  C3 1.541, O10 1.412, H15 1.006, H16 1.117
6 C 0.02792 0.63374 0.38089  C1 1.405, C8 1.466, O10 1.353
7 C 2.39980 -0.21344 3.52298  C2 1.421, H17 1.104, H18 1.080, H19 1.040
8 C -1.25368 1.32109 0.56530  C6 1.466, H20 1.182, H21 1.169, H22 1.124
9 N -1.29142 -1.07062 -1.74028  C3 1.577, C4 1.431, H23 1.011, H24 1.011
10 O 0.74556 0.84722 -0.74647  C5 1.412, C6 1.353
11 H -0.37483 -0.15765 -3.54605  C3 1.027
12 H 0.66919 -1.21187 -2.43424  C3 1.073
13 H -0.11220 -2.01916 -0.21884  C4 1.052
14 H -1.64070 -1.67051 0.26376  C4 1.057
15 H 0.83631 1.39442 -2.54099  C5 1.006
16 H -0.86402 1.40905 -1.98229  C5 1.117
17 H 2.35591 0.65066 4.20830  C7 1.104
18 H 3.42437 -0.36393 3.21553  C7 1.080
19 H 2.17845 -1.04634 4.10520  C7 1.040
20 H -1.76977 0.69620 1.42541  C8 1.182
21 H -2.08113 1.45930 -0.24870  C8 1.169
22 H -1.14867 2.40792 0.83105  C8 1.124
23 H -2.03810 -0.40107 -1.86860  N9 1.011
24 H -1.47819 -1.98805 -2.12155  N9 1.011

2S+1: 1
LUMO level: -3.35 eV
HOMO-LUMO gap: 8.49 eV
E_HOMO: -11.842 eV
energy relative to the best compared isomer or geometry (same formula, charge and spin): 553.42 kJ/mol
total energy: -442.7761 hartree
total charge: +1

The molecule's Löwdin atomic charges, reported in e, are given here: 0.049, -0.005, 0.000, -0.041, -0.133, -0.355, -0.067, -0.056, 0.019, -0.040, 0.109, 0.141, 0.080, 0.079, 0.107, 0.139, 0.112, 0.096, 0.067, 0.144, 0.108, 0.114, 0.163, 0.169

=====

2.
The following is a DFT calculation (wB97M-V/def2-TZVPD) of a cluster of 2 separate species, C8H14NO2 in total at a distorted geometry.

Bonds (Å) are listed after each position.
Element x y z (Å)
1 C 2.20077 -0.74845 0.62408  C2 1.471, C3 1.538, H12 1.067, H22 1.116
2 C 1.08094 -0.48303 1.53965  C1 1.471, C5 1.313, H13 1.095
3 C 2.58309 0.48092 -0.21689  C1 1.538, C4 1.482, H14 1.069, H15 1.086
4 C 1.39421 1.11513 -0.83428  C3 1.482, N9 1.498, H16 1.052, H17 1.100
5 C 0.20851 0.47500 1.33055  C2 1.313, N9 1.448, H18 1.113
6 C -2.83700 -0.96170 0.40138  C8 1.588, H19 1.146, H20 1.102, H21 1.085
7 C -1.79334 0.18808 -1.55407  C8 1.366, H23 1.031, H24 1.147
8 C -2.35377 0.36687 -0.32152  C6 1.588, C7 1.366, O11 1.253
9 N 0.62204 1.49666 0.39183  C4 1.498, C5 1.448, O10 1.413
10 O -0.20588 2.63275 0.24687  N9 1.413, H25 1.024
11 O -2.45869 1.45332 0.29358  C8 1.253
12 H 3.11041 -0.97262 1.13380  C1 1.067
13 H 1.02550 -1.34554 2.21275  C2 1.095
14 H 3.23028 1.17701 0.27331  C3 1.069
15 H 3.20117 0.17267 -1.05546  C3 1.086
16 H 1.58968 2.09546 -1.16198  C4 1.052
17 H 0.76958 0.56587 -1.55486  C4 1.100
18 H -0.72171 0.64576 1.91668  C5 1.113
19 H -2.65602 -0.74760 1.51268  C6 1.146
20 H -2.41674 -1.94199 0.12540  C6 1.102
21 H -3.88587 -1.13833 0.18489  C6 1.085
22 H 1.97315 -1.61819 -0.03694  C1 1.116
23 H -1.42063 -0.66945 -1.98920  C7 1.031
24 H -1.24984 1.09601 -1.99620  C7 1.147
25 H -1.14982 2.23729 0.20154  O10 1.024

2S+1: 1
LUMO level: 3.76 eV
HOMO-LUMO gap: 6.84 eV
E_HOMO: -3.075 eV
energy relative to the best compared isomer or geometry (same formula, charge and spin): 0.00 kJ/mol
total energy: -518.3643 hartree
total charge: -1

The molecule's Löwdin atomic charges, reported in e, are given here: -0.220, -0.155, -0.210, -0.160, -0.081, -0.070, -0.065, -0.655, -0.186, -0.089, -0.138, 0.083, 0.089, 0.104, 0.095, 0.098, 0.100, 0.124, 0.073, 0.051, 0.037, 0.120, -0.021, 0.051, 0.025

=====

3.
The following is a DFT calculation (wB97M-V/def2-TZVPD) of the ion C8H14NO2Si with charge -1 at a distorted geometry.

Bonds (Å) are listed after each position.
Element x y z (Å)
1 C -1.91011 1.81321 0.72947  C8 1.352, N9 1.156
2 C -0.85649 -0.11378 -0.28344  C8 1.407, O10 1.238, O11 1.434
3 C -3.99005 -0.77879 0.17256  C7 1.504, H13 1.174, H14 1.007, H15 1.059
4 C 2.56677 1.27557 -1.27136  Si12 1.938, H16 1.143, H17 1.105, H18 1.131
5 C 2.69730 0.13859 1.68767  Si12 1.875, H19 1.120, H20 1.105, H21 1.010
6 C 2.50051 -1.85849 -0.32195  Si12 1.942, H22 1.114, H23 1.126, H24 1.105
7 C -3.27770 0.26642 -0.64034  C3 1.504, C8 1.499, H25 1.096, H26 1.103
8 C -1.98318 0.68338 -0.00881  C1 1.352, C2 1.407, C7 1.499
9 N -1.88270 2.78337 1.35715  C1 1.156
10 O -0.83169 -1.15172 -0.95825  C2 1.238
11 O 0.39190 0.36545 0.23399  C2 1.434, Si12 1.588
12 Si 1.90951 -0.03599 -0.00466  C4 1.938, C5 1.875, C6 1.942, O11 1.588
13 H -4.25666 -0.27072 1.19701  C3 1.174
14 H -4.75948 -1.04146 -0.42218  C3 1.007
15 H -3.28428 -1.50877 0.47244  C3 1.059
16 H 3.30254 0.78484 -1.99622  C4 1.143
17 H 1.73600 1.51801 -1.95912  C4 1.105
18 H 3.01455 2.25390 -0.92301  C4 1.131
19 H 2.35980 1.14623 2.04085  C5 1.120
20 H 2.37317 -0.57421 2.46669  C5 1.105
21 H 3.70289 0.05291 1.71649  C5 1.010
22 H 2.22321 -2.34311 0.64207  C6 1.114
23 H 1.72772 -2.46129 -0.87669  C6 1.126
24 H 3.51843 -2.14593 -0.64273  C6 1.105
25 H -3.95477 1.12577 -0.70816  C7 1.096
26 H -3.03720 0.07659 -1.69946  C7 1.103

2S+1: 1
LUMO level: 3.44 eV
HOMO-LUMO gap: 6.81 eV
SMILES: CC/C(C#N)=C(\[O-])O[Si](C)(C)C
E_HOMO: -3.373 eV
energy relative to the best compared isomer or geometry (same formula, charge and spin): 85.60 kJ/mol
total energy: -808.0404 hartree
total charge: -1

The molecule's Löwdin atomic charges, reported in e, are given here: -0.317, -0.476, -0.105, -0.171, -0.180, -0.182, -0.260, -0.266, 0.074, -0.011, -0.116, 0.420, 0.118, 0.018, 0.054, 0.025, 0.016, 0.031, 0.046, 0.039, -0.030, 0.018, 0.021, 0.020, 0.102, 0.110

=====

4.
The following is a DFT calculation (wB97M-V/def2-TZVPD) of the molecule C8H14NPS at a distorted geometry.

Bonds (Å) are listed after each position.
Element x y z (Å)
1 C 1.94190 0.24863 3.23122  P10 1.661, H12 1.115, H13 1.134
2 C -1.09018 0.90688 -0.02909  C4 1.599, C6 1.513, H14 1.056, H15 1.113
3 C 0.13327 -0.20892 -1.79580  C5 1.556, C6 1.459, H16 1.134, H17 1.004
4 C 0.05881 0.87040 1.08304  C2 1.599, C7 1.530, H18 1.027, H19 1.094
5 C 1.38991 -0.08658 -0.88715  C3 1.556, C7 1.579, H20 1.131, H21 1.046
6 C -1.06960 -0.27589 -0.97284  C2 1.513, C3 1.459, C8 1.552, S11 1.823
7 C 0.97561 -0.26636 0.62580  C4 1.530, C5 1.579, N9 1.397, P10 1.966
8 C -2.37451 -0.28824 -1.81350  C6 1.552, H22 1.164, H23 1.087, H24 1.021
9 N 0.44307 -1.53804 0.84908  C7 1.397, S11 1.730, H25 1.077
10 P 2.56690 -0.26322 1.78010  C1 1.661, C7 1.966
11 S -1.04439 -1.81213 0.00912  C6 1.823, N9 1.730
12 H 2.58814 0.23928 4.13940  C1 1.115
13 H 0.83406 0.42738 3.39416  C1 1.134
14 H -2.04887 1.00919 0.40115  C2 1.056
15 H -0.92321 1.82553 -0.63481  C2 1.113
16 H 0.09661 0.74097 -2.41381  C3 1.134
17 H 0.10763 -0.98676 -2.42996  C3 1.004
18 H 0.51797 1.78764 1.13307  C4 1.027
19 H -0.37716 0.56630 2.03897  C4 1.094
20 H 2.31687 -0.66688 -1.17688  C5 1.131
21 H 1.64016 0.92821 -0.93426  C5 1.046
22 H -2.30548 -1.20569 -2.52651  C8 1.164
23 H -2.29339 0.64351 -2.36797  C8 1.087
24 H -3.18217 -0.28269 -1.18963  C8 1.021
25 H 1.09806 -2.31253 0.48711  N9 1.077

2S+1: 1
LUMO level: 0.28 eV
HOMO-LUMO gap: 8.08 eV
SMILES: C=P[C@]12CC[C@](C)(CC1)SN2
E_HOMO: -7.795 eV
energy relative to the best compared isomer or geometry (same formula, charge and spin): 210.24 kJ/mol
total energy: -1107.4295 hartree
total charge: 0

The molecule's Löwdin atomic charges, reported in e, are given here: -0.370, -0.161, -0.207, -0.156, -0.146, -0.798, -0.769, -0.068, -0.379, 0.946, 0.948, -0.006, 0.015, 0.094, 0.129, 0.142, 0.069, 0.080, 0.092, 0.123, 0.079, 0.122, 0.085, 0.037, 0.099

=====

energy relative to the best compared isomer or geometry (same formula, charge and spin) of number 1 (C8H14NO)? 553.42 kJ/mol

=====

Which value of total charge does entry 4 give? 0

=====

Look up the LUMO level of the third one. 3.44 eV